DFT (ωB97M-V/def2-TZVPD) results for C2H4I2S as an isolated structure.

The geometry in XYZ format:
```
9
C2H4I2S | OMol25 | ωB97M-V/def2-TZVPD
C 0.77990 -0.86641 -0.53525
C -1.60719 -0.58035 0.63125
S 0.75318 -0.21318 -2.13205
I -2.65320 0.09595 -1.02396
I -2.39302 -2.28777 1.65602
H 1.71462 -0.64008 -0.03063
H 0.37182 -1.88803 -0.49810
H -1.41338 0.20448 1.27129
H 1.35552 0.78977 -1.66934
```

Output
- Energy above the lowest of the compared OMol25 structures with the same formula, charge and spin: 3.1946 eV
- F_max: 2.85 eV Å⁻¹
- DFT total energy: -29171.4232 eV
- Gap between HOMO and LUMO (spin up / spin down): 7.2 / 7.8 eV